Entry 1:
C17H14BrClIrO2 as an isolated structure in a non-equilibrium geometry, computed with wB97M-V/def2-TZVPD.

* calculated total energy: -3945.06222 Eh
* lowest unoccupied orbital energy (spin up / spin down): 2.412 / 0.657 eV
* gap between HOMO and LUMO (spin up / spin down): 0.112 / 0.199 hartree
* net charge: -1
* spin multiplicity: 5

The geometry in XYZ format:
```
36
C17H14BrClIrO2 wB97M-V/def2-TZVPD
C 3.317 2.024 0.069
C 2.355 2.951 -0.494
C 1.639 2.247 -1.540
H 2.161 3.984 -0.221
C 2.253 0.957 -1.737
C 3.292 0.803 -0.754
H 3.943 -0.053 -0.664
H 3.987 2.211 0.898
H 0.826 2.639 -2.133
H 1.975 0.271 -2.525
Ir 1.479 1.164 0.200
Cl 0.032 2.298 1.488
C -2.234 1.404 -1.379
C -1.867 0.832 -2.635
C -1.733 1.880 -3.581
H -1.674 -0.228 -2.784
C -1.944 3.125 -2.886
C -2.215 2.829 -1.536
H -2.310 3.537 -0.716
H -2.396 0.870 -0.466
H -1.601 1.756 -4.659
H -2.026 4.093 -3.377
Br -2.205 -2.323 -0.176
C -1.329 -2.917 1.363
C -1.827 -4.073 1.984
C -1.217 -4.585 3.137
C -0.099 -3.944 3.670
C 0.422 -2.799 3.051
C -0.177 -2.273 1.898
C 0.409 -1.018 1.270
O 1.351 -0.377 1.861
O 0.005 -0.577 0.142
H -2.687 -4.594 1.585
H -1.612 -5.473 3.623
H 0.402 -4.335 4.560
H 1.304 -2.306 3.466
```

Löwdin population analysis, charges in e, atoms 1 to 5: -0.27 -0.24 -0.27 0.11 -0.24



Entry 2:
C17H14Cl2MoN5O3S3 as an isolated structure, computed with wB97M-V/def2-TZVPD.

* calculated total energy: -3338.62548 Eh
* lowest unoccupied orbital energy (spin up / spin down): -4.554 / -4.561 eV
* gap between HOMO and LUMO (spin up / spin down): 0.261 / 0.261 hartree
* net charge: +1

The geometry in XYZ format:
```
45
C17H14Cl2MoN5O3S3 wB97M-V/def2-TZVPD
Mo 1.366 1.302 0.236
Cl 3.300 2.582 0.792
C 2.715 4.059 1.581
C 3.635 5.046 1.858
C 3.162 6.193 2.477
C 1.819 6.319 2.793
C 0.928 5.302 2.487
Cl -0.737 5.486 2.890
C 1.366 4.133 1.859
S 0.243 2.835 1.429
H 4.678 4.928 1.600
H 3.847 6.995 2.716
H 1.448 7.211 3.277
O 2.459 4.830 -1.487
S 2.243 4.454 -2.841
O 1.110 4.943 -3.536
O 3.176 3.603 -3.488
S 0.909 1.691 -1.741
C 1.309 -1.963 -0.688
C 0.458 -1.588 0.473
N 0.368 -0.367 1.010
C -0.535 -0.446 2.067
C -0.978 -1.715 2.151
N -0.342 -2.423 1.146
C -0.595 -3.840 0.865
N -1.876 -4.036 0.275
N -2.978 -3.971 1.077
N -4.023 -3.973 0.358
C -3.648 -4.023 -0.973
C -4.428 -4.053 -2.131
C -3.760 -4.108 -3.331
C -2.352 -4.146 -3.389
C -1.571 -4.123 -2.254
C -2.258 -4.052 -1.040
H 1.890 -1.108 -1.035
H 0.693 -2.288 -1.527
H 2.007 -2.759 -0.426
H -0.786 0.416 2.659
H -1.695 -2.186 2.801
H -0.558 -4.378 1.809
H 0.180 -4.218 0.204
H -5.507 -4.037 -2.072
H -4.319 -4.134 -4.256
H -1.872 -4.206 -4.357
H -0.493 -4.188 -2.315
```

Löwdin population analysis, charges in e, atoms 1 to 5: 0.50 0.71 -0.60 -0.09 -0.05



Which value of calculated total energy does entry 2 give? -3338.62548 Eh



Copy entry 2 word for word.
C17H14Cl2MoN5O3S3 as an isolated structure, computed with wB97M-V/def2-TZVPD.

* calculated total energy: -3338.62548 Eh
* lowest unoccupied orbital energy (spin up / spin down): -4.554 / -4.561 eV
* gap between HOMO and LUMO (spin up / spin down): 0.261 / 0.261 hartree
* net charge: +1

The geometry in XYZ format:
```
45
C17H14Cl2MoN5O3S3 wB97M-V/def2-TZVPD
Mo 1.366 1.302 0.236
Cl 3.300 2.582 0.792
C 2.715 4.059 1.581
C 3.635 5.046 1.858
C 3.162 6.193 2.477
C 1.819 6.319 2.793
C 0.928 5.302 2.487
Cl -0.737 5.486 2.890
C 1.366 4.133 1.859
S 0.243 2.835 1.429
H 4.678 4.928 1.600
H 3.847 6.995 2.716
H 1.448 7.211 3.277
O 2.459 4.830 -1.487
S 2.243 4.454 -2.841
O 1.110 4.943 -3.536
O 3.176 3.603 -3.488
S 0.909 1.691 -1.741
C 1.309 -1.963 -0.688
C 0.458 -1.588 0.473
N 0.368 -0.367 1.010
C -0.535 -0.446 2.067
C -0.978 -1.715 2.151
N -0.342 -2.423 1.146
C -0.595 -3.840 0.865
N -1.876 -4.036 0.275
N -2.978 -3.971 1.077
N -4.023 -3.973 0.358
C -3.648 -4.023 -0.973
C -4.428 -4.053 -2.131
C -3.760 -4.108 -3.331
C -2.352 -4.146 -3.389
C -1.571 -4.123 -2.254
C -2.258 -4.052 -1.040
H 1.890 -1.108 -1.035
H 0.693 -2.288 -1.527
H 2.007 -2.759 -0.426
H -0.786 0.416 2.659
H -1.695 -2.186 2.801
H -0.558 -4.378 1.809
H 0.180 -4.218 0.204
H -5.507 -4.037 -2.072
H -4.319 -4.134 -4.256
H -1.872 -4.206 -4.357
H -0.493 -4.188 -2.315
```

Löwdin population analysis, charges in e, atoms 1 to 5: 0.50 0.71 -0.60 -0.09 -0.05



What is the calculated total energy in the first record? -3945.06222 Eh